Below is a cluster of 2 separate species, C5H10O2 in total, with properties calculated with the ωB97M-V functional and the def2-TZVPD basis.

Results
Energy relative to the best compared isomer or geometry (same formula, charge and spin) = 309.5 kJ/mol
F_max = 0.012 Eh/bohr
SMILES string = C=C[C@@H](O)CC=O.[H][H]
E_tot = -346.907553 a.u.
HOMO-LUMO gap = 10.52 eV

Geometry as ORCA input:
```
! RIJCOSX wB97M-V def2-TZVPD def2/J DEFGRID3
* xyz 0 1
C -1.741 -1.098 -0.058
C -0.910 -0.418 0.719
C 0.566 -0.687 0.792
O 0.786 -2.027 0.417
C 1.313 0.295 -0.142
C 0.820 1.694 0.120
O 0.310 2.434 -0.686
H -2.787 -0.838 -0.155
H -1.382 -1.911 -0.674
H -1.260 0.434 1.291
H 0.907 -0.508 1.826
H 1.723 -2.225 0.515
H 2.396 0.253 0.050
H 1.136 0.007 -1.182
H 0.929 2.030 1.171
H -1.674 1.023 -2.113
H -1.132 1.507 -1.935
*
```

These are the Mulliken partial charges, in e, on atoms 1 to 6: atom 1 (C): -0.87, atom 2 (C): -0.14, atom 3 (C): 0.06, atom 4 (O): -0.53, atom 5 (C): -0.48, atom 6 (C): -0.09



Below is the molecule C5H10O2, with properties calculated with the ωB97M-V functional and the def2-TZVPD basis.

Results
Energy relative to the best compared isomer or geometry (same formula, charge and spin) = 151.5 kJ/mol
F_max = 0.009 Eh/bohr
SMILES string = OC[C@H]1CCOC1
E_tot = -346.967743 a.u.
HOMO-LUMO gap = 10.72 eV

Geometry as ORCA input:
```
! RIJCOSX wB97M-V def2-TZVPD def2/J DEFGRID3
* xyz 0 1
O -0.451 1.983 -1.587
C 0.476 0.964 -1.266
C 0.259 0.547 0.173
C -1.125 -0.095 0.445
C -0.762 -1.383 1.219
O 0.560 -1.185 1.699
C 1.206 -0.585 0.595
H -0.348 2.197 -2.521
H 0.340 0.082 -1.916
H 1.515 1.312 -1.396
H 0.412 1.418 0.824
H -1.778 0.573 1.013
H -1.635 -0.336 -0.494
H -0.743 -2.234 0.521
H -1.413 -1.648 2.058
H 1.260 -1.325 -0.230
H 2.227 -0.285 0.863
*
```

These are the Mulliken partial charges, in e, on atoms 1 to 6: atom 1 (O): -0.51, atom 2 (C): -0.74, atom 3 (C): 0.41, atom 4 (C): -0.66, atom 5 (C): -0.45, atom 6 (O): -0.40



Below is the molecule C5H10O2, with properties calculated with the ωB97M-V functional and the def2-TZVPD basis.

Results
Energy relative to the best compared isomer or geometry (same formula, charge and spin) = 231.4 kJ/mol
F_max = 0.009 Eh/bohr
SMILES string = COCC/C=C/O
E_tot = -346.937278 a.u.
HOMO-LUMO gap = 9.42 eV

Geometry as ORCA input:
```
! RIJCOSX wB97M-V def2-TZVPD def2/J DEFGRID3
* xyz 0 1
C -0.527 -0.288 -1.913
O 0.777 -0.065 -1.443
C 1.193 -0.988 -0.460
C 0.315 -1.035 0.792
C 0.013 0.261 1.503
C -0.406 1.406 0.967
O -0.790 2.442 1.774
H -1.282 -0.075 -1.141
H -0.671 -1.320 -2.264
H -0.680 0.396 -2.751
H 1.228 -2.006 -0.891
H 2.216 -0.698 -0.201
H 0.812 -1.714 1.495
H -0.633 -1.531 0.538
H 0.036 0.238 2.591
H -0.447 1.601 -0.102
H -1.190 3.130 1.233
*
```

These are the Mulliken partial charges, in e, on atoms 1 to 6: atom 1 (C): -0.75, atom 2 (O): -0.35, atom 3 (C): -0.47, atom 4 (C): -0.62, atom 5 (C): -0.32, atom 6 (C): -0.05